{"formula": "C24H26N2O9S", "method": "the ωB97M-V functional and the def2-TZVPD basis", "e_tot_ha": -2115.06530, "multiplicity": 1, "mol_weight_g_mol": 518.5, "homo_ev": -8.66, "total_charge": 0, "smiles": "CCOC(=O)C[C@H](NS(=O)(=O)c1ccc2[nH]cc(C(=O)O)c(=O)c2c1)c1ccc(OCC)c(OC)c1", "elements": ["H", "O", "H", "H", "H", "H", "H", "H", "H", "H", "C", "C", "C", "C", "C", "C", "C", "C", "H", "H", "C", "H", "N", "O", "O", "C", "C", "C", "C", "H", "O", "H", "O", "H", "C", "H", "C", "C", "C", "C", "H", "C", "O", "H", "S", "H", "H", "H", "C", "H", "H", "C", "H", "C", "H", "C", "O", "C", "N", "O", "O", "H"], "positions_angstrom": [[-3.854, -2.721, 3.235], [0.125, -0.894, 4.128], [7.641, 3.466, -2.720], [-2.411, -0.054, -2.621], [-0.791, -3.975, -0.210], [2.866, 0.532, -2.409], [3.233, 0.270, -0.682], [-2.298, -2.346, -3.477], [-0.624, -4.146, 1.556], [1.283, -0.542, 0.560], [-1.601, -0.179, -1.922], [-2.954, 1.073, 1.022], [4.018, 2.083, -1.486], [-1.049, -3.538, 0.758], [-1.943, -1.967, 3.729], [-0.790, 2.055, 1.284], [6.893, 2.710, -2.501], [-1.657, -3.160, 4.591], [-4.370, -0.944, 1.772], [-2.251, 2.782, -0.076], [-3.685, -2.167, -1.826], [6.913, 2.494, -1.436], [-3.483, -0.922, 2.255], [0.894, 4.020, 1.811], [-2.457, -4.058, 4.701], [1.607, 1.636, -1.034], [-0.963, -0.913, 3.549], [-2.613, 0.096, 1.964], [-2.038, 2.038, 0.675], [-4.104, -1.197, -2.121], [-0.485, -3.166, 5.199], [2.595, 2.591, 0.513], [-0.066, 3.875, -0.457], [7.134, 1.803, -3.051], [-3.120, -2.904, -3.034], [5.256, 4.107, -2.315], [-0.547, 0.716, -1.970], [2.955, 1.009, -1.434], [-0.456, 1.142, 2.251], [0.498, 0.615, -1.067], [-4.482, -2.759, -1.368], [-0.566, -1.335, -0.087], [-0.466, -2.260, 0.912], [5.480, 3.457, -3.969], [0.448, 3.217, 0.715], [-0.557, 1.510, -2.699], [1.361, 2.443, -1.743], [0.025, -2.340, 4.965], [-1.360, 0.135, 2.601], [-2.752, -3.882, -2.733], [-2.135, -3.511, 0.865], [0.484, -0.428, -0.154], [-3.927, 1.041, 0.553], [5.519, 3.223, -2.904], [0.511, 1.174, 2.727], [-3.140, -1.923, 3.083], [-2.739, -2.009, -0.784], [-1.653, -1.190, -0.970], [1.689, 2.177, 0.312], [4.349, 2.751, -0.538], [4.511, 2.223, -2.711], [-3.900, -3.036, -3.779]], "lowdin_charge": [0.150, 0.059, 0.079, 0.112, 0.102, 0.137, 0.137, 0.071, 0.102, 0.142, -0.014, 0.010, -0.485, -0.051, -0.043, -0.255, -0.060, -0.510, 0.165, 0.121, -0.241, 0.076, 0.125, -0.271, 0.087, -0.314, -0.295, -0.171, -0.032, 0.113, 0.132, 0.098, -0.286, 0.079, -0.055, 0.124, -0.023, -0.011, 0.023, -0.205, 0.125, -0.189, -0.069, 0.124, 0.675, 0.123, 0.144, 0.087, -0.056, 0.081, 0.084, 0.052, 0.123, -0.207, 0.139, 0.003, -0.087, -0.202, -0.067, 0.110, 0.008, 0.080]}